No. 1
ORCA calculation (the ωB97M-V functional and the def2-TZVPD basis) on a 2-piece molecular cluster, C7H18O overall.

Computed properties:
**LUMO energy**: 0.90 eV
**Largest force on an atom**: 0.8 eV Å⁻¹
**ΔE to the lowest compared entry with this formula, charge and spin**: 0.4 kcal per mole
**HOMO-LUMO gap**: 11.154 eV
**Structure (SMILES)**: CC(C)C.CCCO

```
! RIJCOSX wB97M-V def2-TZVPD def2/J DEFGRID3
* xyz 0 1
C -1.589 0.901 2.172
C -0.630 1.412 1.103
C -0.847 2.893 0.810
C 0.807 1.157 1.540
H -1.339 -0.128 2.437
H -1.482 1.504 3.075
H -2.632 0.934 1.862
H -0.795 0.830 0.197
H -0.292 3.210 -0.073
H -0.555 3.519 1.663
H -1.912 3.101 0.653
H 0.990 0.086 1.632
H 1.501 1.503 0.768
H 1.068 1.674 2.463
C 1.695 -1.956 -2.857
C 1.131 -1.521 -1.508
C -0.207 -2.142 -1.210
O -0.678 -1.613 0.032
H 1.258 -1.365 -3.661
H 2.777 -1.819 -2.874
H 1.536 -3.014 -3.082
H 1.064 -0.430 -1.476
H 1.815 -1.782 -0.695
H -0.106 -3.227 -1.096
H -0.952 -1.996 -2.000
H -1.626 -1.731 0.125
*
```

=====

No. 2
ORCA calculation (the ωB97M-V functional and the def2-TZVPD basis) on C19H22F3N3O in the gas phase at a distorted geometry.

Computed properties:
**LUMO energy**: 0.30 eV
**Largest force on an atom**: 6.0 eV Å⁻¹
**ΔE to the lowest compared entry with this formula, charge and spin**: 111.8 kcal per mole
**HOMO-LUMO gap**: 7.845 eV
**Structure (SMILES)**: CN(C)c1ccc(C(NC(=O)C(F)(F)F)c2ccc(N(C)C)cc2)cc1

```
! RIJCOSX wB97M-V def2-TZVPD def2/J DEFGRID3
* xyz 0 1
C -5.528 -1.840 -1.803
N -5.068 -1.211 -0.574
C -5.885 -1.499 0.567
C -3.797 -0.667 -0.425
C -3.620 0.714 -0.394
C -2.354 1.257 -0.326
C -1.219 0.512 -0.106
C 0.087 1.266 0.228
N 0.422 2.164 1.588
C -0.333 3.317 1.635
O -1.041 3.802 0.725
C -0.328 4.129 3.011
F -1.058 3.534 3.958
F 0.948 4.280 3.482
F -0.806 5.395 2.815
C 1.382 0.541 -0.085
C 2.532 1.072 0.444
C 3.797 0.551 0.227
C 3.942 -0.596 -0.605
N 5.173 -1.178 -0.688
C 6.083 -1.200 0.446
C 5.513 -2.140 -1.716
C 2.790 -1.039 -1.326
C 1.533 -0.433 -1.074
C -1.370 -0.890 -0.209
C -2.642 -1.474 -0.356
H -5.237 -1.238 -2.696
H -5.144 -2.883 -1.924
H -6.632 -1.897 -1.756
H -5.731 -0.751 1.339
H -6.937 -1.505 0.242
H -5.644 -2.486 1.001
H -4.486 1.376 -0.516
H -2.213 2.346 -0.243
H 0.019 2.087 -0.609
H -0.350 1.331 1.730
H 2.353 1.896 1.143
H 4.626 1.036 0.715
H 5.914 -0.335 1.086
H 5.937 -2.098 1.068
H 7.114 -1.194 0.049
H 5.271 -1.756 -2.718
H 6.594 -2.297 -1.653
H 5.030 -3.124 -1.581
H 2.928 -1.878 -2.015
H 0.695 -0.886 -1.607
H -0.514 -1.554 -0.054
H -2.745 -2.555 -0.441
*
```

=====

No. 3
ORCA calculation (the ωB97M-V functional and the def2-TZVPD basis) on C12H13FN4O2S2 in the gas phase at a distorted geometry.

Computed properties:
**LUMO energy**: 0.37 eV
**Largest force on an atom**: 1.0 eV Å⁻¹
**HOMO-LUMO gap**: 8.524 eV
**Structure (SMILES)**: C=CCn1c(CNS(=O)(=O)c2ccc(F)cc2)n[nH]c1=S

```
! RIJCOSX wB97M-V def2-TZVPD def2/J DEFGRID3
* xyz 0 1
C -1.940 -2.967 -0.419
C -2.761 -1.942 -0.298
C -2.663 -0.920 0.801
N -2.777 0.418 0.272
C -1.794 1.289 -0.112
C -0.333 1.050 0.020
N 0.159 -0.054 -0.782
S 1.073 -1.204 0.020
O 1.137 -2.348 -0.834
O 0.597 -1.357 1.369
C 2.657 -0.382 0.057
C 3.354 -0.258 -1.130
C 4.574 0.394 -1.136
C 5.057 0.904 0.060
F 6.239 1.540 0.060
C 4.365 0.780 1.254
C 3.146 0.124 1.245
N -2.295 2.385 -0.591
N -3.637 2.232 -0.525
C -3.985 1.027 0.001
S -5.487 0.439 0.270
H -2.052 -3.691 -1.207
H -1.120 -3.123 0.262
H -3.587 -1.791 -0.981
H -3.508 -1.055 1.488
H -1.723 -1.025 1.345
H -0.091 0.826 1.066
H 0.176 1.973 -0.277
H -0.498 -0.462 -1.428
H 2.936 -0.684 -2.027
H 5.151 0.510 -2.039
H 4.783 1.186 2.161
H 2.572 -0.011 2.148
H -4.263 2.957 -0.831
*
```

=====

No. 4
ORCA calculation (the ωB97M-V functional and the def2-TZVPD basis) on a 2-piece molecular cluster, C8H20N2Si overall at a distorted geometry.

Computed properties:
**LUMO energy (alpha / beta)**: 0.04 / 0.22 eV
**Largest force on an atom**: 6.1 eV Å⁻¹
**ΔE to the lowest compared entry with this formula, charge and spin**: 64.6 kcal per mole
**HOMO-LUMO gap (alpha / beta)**: 8.521 / 6.661 eV

```
! RIJCOSX wB97M-V def2-TZVPD def2/J DEFGRID3
* xyz 0 1
C -1.328 -1.147 -2.553
C -1.449 -0.548 -1.436
C -2.770 -0.210 -0.845
C 1.690 -1.852 -1.334
C 2.672 -0.327 0.265
C 0.533 2.571 -0.799
C -0.649 2.243 1.265
C 0.272 -1.278 3.441
N 1.510 -0.607 -0.575
N -0.228 1.617 0.056
Si -0.124 -0.094 -0.176
H -0.459 -1.373 -3.148
H -2.340 -1.295 -3.187
H -3.631 -0.688 -1.277
H -2.976 0.913 -0.918
H -2.745 -0.415 0.214
H 2.213 -2.533 -0.596
H 0.712 -2.240 -1.513
H 2.392 -1.694 -2.253
H 3.610 -0.380 -0.239
H 2.674 0.641 0.716
H 2.632 -1.121 0.982
H 1.104 2.081 -1.547
H -0.241 3.141 -1.253
H 1.259 3.138 -0.212
H -1.283 1.592 1.970
H 0.221 2.669 1.710
H -1.312 3.048 0.952
H 0.597 -2.174 3.015
H -0.633 -1.161 3.911
H 0.660 -0.460 2.895
*
```

=====

No. 5
ORCA calculation (the ωB97M-V functional and the def2-TZVPD basis) on C12H36O6S6Sn as an isolated structure at a distorted geometry.

Computed properties:
**LUMO energy**: -5.51 eV
**Largest force on an atom**: 3.0 eV Å⁻¹
**ΔE to the lowest compared entry with this formula, charge and spin**: 6.5 kcal per mole
**HOMO-LUMO gap**: 8.500 eV

```
! RIJCOSX wB97M-V def2-TZVPD def2/J DEFGRID3
* xyz 2 1
Sn 0.408 -1.493 -0.020
C 1.350 2.845 -2.603
S 2.430 1.664 -1.785
O 1.648 1.040 -0.667
C 2.497 0.493 -3.169
H 1.805 3.296 -3.483
H 1.198 3.631 -1.863
H 0.379 2.396 -2.811
H 3.035 0.961 -3.991
H 1.447 0.353 -3.438
H 2.936 -0.470 -2.922
C -0.507 -1.989 -4.662
S -1.838 -1.441 -3.561
O -1.130 -0.919 -2.326
C -2.415 -0.006 -4.464
H 0.268 -2.536 -4.134
H -0.098 -1.050 -5.035
H -0.953 -2.581 -5.459
H -3.017 0.578 -3.768
H -3.087 -0.326 -5.259
H -1.588 0.610 -4.814
C -1.651 3.343 1.231
S -1.120 2.210 -0.074
O -0.957 0.857 0.555
C -2.630 2.061 -1.006
H -1.817 4.338 0.819
H -0.941 3.323 2.048
H -2.639 2.964 1.503
H -3.388 1.651 -0.334
H -2.430 1.266 -1.725
H -2.962 2.953 -1.531
C -4.607 -1.384 1.605
S -2.889 -1.774 1.865
O -2.150 -1.595 0.566
C -2.993 -3.526 2.199
H -5.200 -1.823 2.407
H -4.960 -1.809 0.663
H -4.775 -0.311 1.560
H -2.046 -3.864 2.624
H -3.104 -4.101 1.278
H -3.741 -3.790 2.944
C 5.380 -1.134 -0.309
S 4.278 -0.251 0.771
O 2.998 -1.038 0.751
C 5.055 -0.612 2.341
H 5.521 -2.172 -0.015
H 6.349 -0.640 -0.408
H 4.960 -1.058 -1.313
H 5.120 -1.678 2.546
H 4.458 -0.088 3.087
H 6.032 -0.131 2.419
C -1.088 0.663 3.838
S 0.040 -0.721 3.829
O 0.604 -0.893 2.432
C 1.408 0.103 4.666
H -1.253 0.901 4.895
H -2.060 0.451 3.411
H -0.598 1.539 3.419
H 2.365 -0.252 4.301
H 1.350 -0.220 5.710
H 1.314 1.186 4.666
*
```

=====

No. 6
ORCA calculation (the ωB97M-V functional and the def2-TZVPD basis) on C23H12AuF8NO3Te as an isolated structure.

Computed properties:
**LUMO energy (alpha / beta)**: -1.55 / -1.55 eV
**Largest force on an atom**: 0.8 eV Å⁻¹
**ΔE to the lowest compared entry with this formula, charge and spin**: 17.7 kcal per mole
**HOMO-LUMO gap (alpha / beta)**: 7.017 / 7.018 eV

```
! RIJCOSX wB97M-V def2-TZVPD def2/J DEFGRID3
* xyz 0 1
Au 0.066 0.374 -0.308
O 0.697 -1.171 -3.741
N 0.539 -0.819 -2.613
O 0.328 -1.586 -1.640
O 0.658 0.438 -2.292
F -2.890 -0.783 8.555
C -1.784 -0.043 8.342
F -0.791 -0.630 9.037
F -2.000 1.160 8.895
C -1.455 0.047 6.878
C -1.143 -1.124 6.197
C -0.834 -1.075 4.852
C -0.832 0.148 4.176
C -1.150 1.315 4.868
C -1.459 1.264 6.218
C -0.528 0.203 2.773
C -0.301 0.269 1.591
H -1.146 -2.071 6.720
H -0.597 -1.982 4.312
H -1.154 2.260 4.342
H -1.705 2.170 6.754
F -1.842 2.662 0.662
C -0.608 3.146 0.485
C 0.418 2.336 0.038
C 1.673 2.888 -0.116
F 2.700 2.135 -0.512
C 1.905 4.228 0.140
F 3.117 4.751 -0.023
C 0.863 5.027 0.573
F 1.072 6.316 0.819
C -0.400 4.488 0.747
F -1.401 5.263 1.162
C -3.591 -0.772 1.353
Te -2.546 -1.122 -0.470
C -1.913 -2.909 0.509
C -2.992 -3.192 1.524
C -3.162 -4.459 2.071
C -4.153 -4.688 3.013
C -4.985 -3.649 3.410
C -4.819 -2.384 2.867
C -3.822 -2.148 1.928
H -4.509 -0.222 1.164
H -2.939 -0.178 1.991
H -0.959 -2.691 0.988
H -1.774 -3.702 -0.221
H -2.519 -5.271 1.753
H -4.283 -5.678 3.430
H -5.767 -3.826 4.136
H -5.470 -1.574 3.173
*
```

=====

No. 7
ORCA calculation (the ωB97M-V functional and the def2-TZVPD basis) on C37H30CaF6N3O4P2S6SbSe2 as an isolated structure at a distorted geometry.

Computed properties:
**LUMO energy**: 3.60 eV
**Largest force on an atom**: 2.6 eV Å⁻¹
**ΔE to the lowest compared entry with this formula, charge and spin**: 37.7 kcal per mole
**HOMO-LUMO gap**: 5.544 eV

```
! RIJCOSX wB97M-V def2-TZVPD def2/J DEFGRID3
* xyz -2 1
Ca -0.797 2.279 1.505
F -1.763 2.152 6.262
C -1.724 2.731 5.058
F -0.466 3.036 4.798
F -2.496 3.803 5.078
S -2.386 1.456 3.849
O -1.190 0.759 3.329
O -3.378 0.765 4.609
N -2.981 2.348 2.578
S -3.408 1.378 1.304
O -2.493 1.604 0.174
O -3.693 0.019 1.665
C -5.027 2.078 0.769
F -4.968 3.388 0.577
F -5.367 1.479 -0.372
F -5.953 1.815 1.688
S 4.526 4.643 -3.618
Sb 2.754 3.282 -3.203
S 3.242 2.437 -0.829
S 0.722 4.232 -2.822
S 2.652 1.282 -4.336
Se 1.473 3.493 0.152
Se -0.364 5.247 2.582
C -1.224 5.493 0.920
C -1.393 6.736 0.289
C -2.029 6.802 -0.925
C -2.499 5.635 -1.523
C -2.283 4.451 -0.857
N -1.675 4.377 0.334
C 2.126 3.005 1.932
C 3.119 3.791 2.517
C 3.603 3.409 3.745
C 3.085 2.265 4.356
C 2.084 1.571 3.714
N 1.601 1.933 2.518
H -0.993 7.621 0.765
H -2.141 7.757 -1.425
H -2.970 5.635 -2.495
H -2.573 3.507 -1.301
H 3.476 4.665 1.991
H 4.370 3.992 4.240
H 3.446 1.929 5.319
H 1.629 0.694 4.157
C -0.223 -2.737 0.486
P 0.133 -0.941 0.267
C 1.898 -0.926 -0.176
C 2.762 -0.857 0.921
C 4.134 -0.937 0.755
C 4.664 -1.066 -0.523
C 3.821 -1.107 -1.622
C 2.445 -1.047 -1.449
C -0.780 -0.519 -1.256
C -0.310 0.481 -2.100
C -1.078 0.912 -3.180
C -2.329 0.366 -3.406
C -2.827 -0.605 -2.541
C -2.062 -1.036 -1.473
P 1.064 -3.959 0.013
C 0.058 -5.470 0.350
C -1.024 -5.874 -0.430
C -1.746 -7.013 -0.116
C -1.397 -7.775 0.994
C -0.324 -7.388 1.780
C 0.399 -6.247 1.453
C 1.066 -3.909 -1.812
C 0.109 -3.262 -2.586
C 0.248 -3.170 -3.965
C 1.342 -3.749 -4.588
C 2.293 -4.421 -3.831
C 2.160 -4.488 -2.454
H -1.192 -2.959 0.029
H -0.354 -2.918 1.558
H 2.345 -0.714 1.912
H 4.786 -0.869 1.617
H 5.736 -1.098 -0.669
H 4.213 -1.141 -2.628
H 1.823 -1.052 -2.334
H 0.650 0.963 -1.955
H -0.660 1.686 -3.810
H -2.924 0.705 -4.246
H -3.820 -1.015 -2.690
H -2.484 -1.762 -0.784
H -1.299 -5.292 -1.303
H -2.582 -7.308 -0.738
H -1.961 -8.666 1.240
H -0.040 -7.975 2.644
H 1.245 -5.950 2.063
H -0.735 -2.774 -2.117
H -0.485 -2.618 -4.537
H 1.470 -3.651 -5.658
H 3.160 -4.858 -4.309
H 2.934 -4.964 -1.863
*
```

=====

No. 8
ORCA calculation (the ωB97M-V functional and the def2-TZVPD basis) on a 2-piece molecular cluster, C5H12O2 overall.

Computed properties:
**LUMO energy**: 0.94 eV
**Largest force on an atom**: 0.5 eV Å⁻¹
**ΔE to the lowest compared entry with this formula, charge and spin**: 8.3 kcal per mole
**HOMO-LUMO gap**: 10.712 eV
**Structure (SMILES)**: CCC(=O)CC.O

```
! RIJCOSX wB97M-V def2-TZVPD def2/J DEFGRID3
* xyz 0 1
C 2.347 0.119 1.488
C 0.990 0.696 1.095
C 0.340 -0.074 -0.040
O 0.379 -1.292 -0.065
C -0.328 0.732 -1.131
C -1.320 -0.050 -1.978
H 2.274 -0.964 1.623
H 3.094 0.313 0.709
H 2.710 0.566 2.418
H 0.285 0.620 1.934
H 1.061 1.759 0.843
H 0.509 1.098 -1.748
H -0.785 1.629 -0.694
H -0.899 -1.020 -2.260
H -2.233 -0.232 -1.404
H -1.573 0.507 -2.885
O -2.325 -1.161 0.944
H -1.504 -1.571 0.631
H -3.022 -1.674 0.521
*
```

=====

In the order shown, the computed E_tot values come out to -352.73186, -1276.17954, -1730.79935, -715.63792, -3533.03014, -2366.53037, -11285.19482, -348.19162 hartree.